No. 1
Below is a structure of composition C35H28BHgN11O2Se2, with properties calculated with the ωB97M-V functional and the def2-TZVPD basis.

## Properties
Total charge: -1
⟨S²⟩: 0.762
Spin multiplicity: 2
HOMO-LUMO gap (spin up / spin down): 6.62 / 4.19 eV
ΔE to the lowest compared entry with this formula, charge and spin: 258.5 kJ/mol

```
80
C35H28BHgN11O2Se2 | OMol25 | the ωB97M-V functional and the def2-TZVPD basis
Hg -0.31 0.04 -0.32
O -3.49 -2.75 5.75
C -3.40 -3.36 4.66
O -3.89 -4.44 4.29
C -2.55 -2.64 3.59
C -1.85 -1.47 3.87
C -1.11 -0.85 2.87
N -1.07 -1.33 1.63
C -1.72 -2.45 1.35
C -2.46 -3.14 2.30
C -1.58 -2.95 -0.05
C -2.55 -3.73 -0.65
C -2.36 -4.14 -1.96
C -1.21 -3.77 -2.62
C -0.29 -2.98 -1.95
N -0.47 -2.59 -0.69
C -0.27 0.35 3.21
C 0.63 0.22 4.21
C 1.70 1.11 4.66
C 2.15 2.23 4.08
C 1.62 2.78 2.80
N -0.50 1.47 2.46
H -1.90 -1.07 4.87
H -2.97 -4.07 2.09
H -3.46 -3.98 -0.12
H -3.12 -4.74 -2.45
H -1.02 -4.05 -3.65
H 0.61 -2.61 -2.44
H 0.58 -0.73 4.72
H 2.21 0.77 5.56
H 2.99 2.75 4.53
H 1.82 3.86 2.78
C 3.34 -1.38 1.80
C 2.16 -1.42 1.06
N 1.71 -0.20 0.83
N 2.57 0.67 1.41
C 3.56 -0.03 2.00
B 2.45 2.22 1.49
N 1.92 2.83 0.17
C 2.47 3.86 -0.51
C 1.61 4.20 -1.54
C 0.54 3.31 -1.40
N 0.73 2.50 -0.37
N 0.13 2.68 2.76
C -0.65 3.76 2.62
C -1.87 3.70 2.02
C -2.12 2.49 1.28
N -1.43 1.43 1.41
H 3.94 -2.20 2.15
H 1.61 -2.27 0.68
H 4.35 0.49 2.52
H 3.59 2.64 1.61
H 3.42 4.26 -0.21
H 1.75 4.97 -2.28
H -0.34 3.20 -2.01
H -0.22 4.69 2.98
H -2.50 4.56 1.93
H -2.84 2.46 0.47
Se 2.04 -1.87 -5.16
Se -0.95 0.07 -2.79
C -2.77 -0.32 -2.35
C -3.71 -0.61 -3.34
C -5.00 -0.93 -2.97
C -5.34 -0.97 -1.62
C -4.35 -0.66 -0.71
N -3.10 -0.34 -1.06
C 2.86 -0.54 -4.10
C 4.03 0.08 -4.54
C 4.63 1.02 -3.71
C 4.03 1.32 -2.50
C 2.85 0.68 -2.16
N 2.28 -0.25 -2.93
H -3.42 -0.58 -4.38
H -5.74 -1.16 -3.73
H -6.34 -1.23 -1.29
H -4.55 -0.68 0.36
H 4.43 -0.17 -5.51
H 5.55 1.50 -4.02
H 4.46 2.05 -1.83
H 2.34 0.91 -1.24
```

No. 2
Below is a cluster of 2 separate species, C3H11N2 in total, with properties calculated with the ωB97M-V functional and the def2-TZVPD basis.

## Properties
Total charge: 0
⟨S²⟩: 0.751
Spin multiplicity: 2
HOMO-LUMO gap (spin up / spin down): 3.93 / 11.48 eV
ΔE to the lowest compared entry with this formula, charge and spin: 320.4 kJ/mol

```
16
C3H11N2 | OMol25 | the ωB97M-V functional and the def2-TZVPD basis
C 0.41 1.66 -2.31
N -0.63 1.39 -1.74
H 1.36 1.40 -1.88
H 0.49 1.95 -3.38
H -1.35 1.23 -2.56
H -1.07 0.11 -0.23
C 1.25 -0.62 1.15
C -0.14 -1.35 1.27
N -1.17 -0.37 0.75
H 2.18 -1.31 1.20
H 1.36 -0.29 2.17
H 1.36 0.21 0.38
H -0.37 -1.36 2.27
H -0.21 -2.32 0.77
H -1.29 0.40 1.46
H -2.15 -0.73 0.70
```

No. 3
Below is the molecule C6H12Si, with properties calculated with the ωB97M-V functional and the def2-TZVPD basis.

## Properties
Total charge: 0
SMILES string: C[Si@H]1[C@@H]2CCC[C@@H]21
Spin multiplicity: 1
HOMO-LUMO gap: 9.09 eV
ΔE to the lowest compared entry with this formula, charge and spin: 176.0 kJ/mol

```
19
C6H12Si | OMol25 | the ωB97M-V functional and the def2-TZVPD basis
C -3.09 -0.03 0.03
Si -1.30 0.01 -0.56
C 0.08 0.77 0.64
C 1.41 1.20 0.06
C 1.97 0.00 -0.67
C 1.37 -1.25 -0.03
C 0.05 -0.77 0.60
H -3.09 0.34 1.08
H -3.86 0.54 -0.39
H -3.27 -1.17 0.20
H -1.17 0.37 -2.03
H -0.17 1.23 1.58
H 2.15 1.46 0.82
H 1.27 1.96 -0.67
H 1.75 0.10 -1.76
H 3.04 0.09 -0.51
H 1.20 -2.02 -0.77
H 2.00 -1.47 0.91
H -0.33 -1.36 1.46
```

No. 4
Below is a structure of composition C35H43NO6PdSe, with properties calculated with the ωB97M-V functional and the def2-TZVPD basis.

## Properties
Total charge: 0
⟨S²⟩: 6.083
Spin multiplicity: 5
HOMO-LUMO gap (spin up / spin down): 7.86 / 6.00 eV

```
87
C35H43NO6PdSe | OMol25 | the ωB97M-V functional and the def2-TZVPD basis
Pd -2.56 0.51 1.61
O -5.24 3.30 0.13
C -4.63 2.50 0.83
O -4.34 1.28 0.53
C -4.20 2.90 2.23
C -4.71 3.96 2.97
C -4.36 4.04 4.31
C -3.59 3.05 4.91
C -3.12 2.03 4.10
N -3.37 2.04 2.80
C -2.46 0.73 4.57
O -2.04 0.67 5.72
O -2.50 -0.21 3.70
H -5.37 4.66 2.49
H -4.75 4.86 4.92
H -3.37 3.03 5.96
C 4.19 -3.49 0.16
C 2.88 -4.04 0.76
C 2.24 -4.98 -0.26
C 3.21 -4.85 2.03
C 1.98 -2.88 1.14
C 0.67 -2.75 0.63
C -0.11 -1.69 0.98
Se -1.86 -1.53 0.22
C -1.35 -0.53 -1.34
C -0.90 -1.20 -2.43
C -0.48 -0.50 -3.59
C -0.59 0.89 -3.60
C -1.07 1.64 -2.55
C -1.43 0.92 -1.32
O -1.77 1.54 -0.29
C -1.24 3.14 -2.63
C -0.43 3.85 -1.53
C -2.73 3.47 -2.49
C -0.76 3.68 -3.98
C 0.07 -1.30 -4.76
C -0.99 -2.30 -5.24
C 1.32 -2.07 -4.27
C 0.48 -0.41 -5.93
C 0.38 -0.65 1.88
O -0.32 0.34 2.17
C 1.72 -0.82 2.45
C 2.45 -1.91 2.04
C 2.24 0.17 3.47
C 3.65 -0.19 3.93
C 1.31 0.14 4.70
C 2.30 1.59 2.88
H 4.84 -4.32 -0.12
H 4.73 -2.86 0.87
H 3.98 -2.91 -0.74
H 2.94 -5.78 -0.51
H 1.99 -4.46 -1.18
H 1.34 -5.45 0.13
H 3.86 -5.69 1.78
H 2.30 -5.25 2.49
H 3.72 -4.24 2.78
H 0.28 -3.50 -0.04
H -0.85 -2.28 -2.41
H -0.29 1.41 -4.50
H -0.79 3.61 -0.54
H -0.52 4.93 -1.68
H 0.63 3.59 -1.59
H -3.16 3.13 -1.55
H -3.30 3.02 -3.31
H -2.87 4.55 -2.54
H 0.31 3.49 -4.14
H -0.91 4.75 -3.99
H -1.32 3.25 -4.81
H -1.26 -3.02 -4.47
H -0.60 -2.86 -6.09
H -1.89 -1.79 -5.56
H 1.08 -2.75 -3.46
H 2.09 -1.38 -3.93
H 1.73 -2.66 -5.09
H -0.37 0.15 -6.33
H 0.87 -1.04 -6.74
H 1.26 0.29 -5.66
H 3.44 -2.04 2.44
H 3.69 -1.17 4.40
H 3.98 0.54 4.66
H 4.37 -0.18 3.10
H 1.33 -0.85 5.16
H 0.28 0.38 4.46
H 1.66 0.86 5.44
H 2.92 1.62 1.99
H 2.75 2.26 3.62
H 1.31 1.98 2.64
```

No. 5
Below is the molecule C5H8O2, with properties calculated with the ωB97M-V functional and the def2-TZVPD basis.

## Properties
Total charge: 0
SMILES string: C1CO[C@@H]2C[C@@H]2O1
Spin multiplicity: 1
HOMO-LUMO gap: 9.79 eV
ΔE to the lowest compared entry with this formula, charge and spin: 424.3 kJ/mol

```
15
C5H8O2 | OMol25 | the ωB97M-V functional and the def2-TZVPD basis
C 1.51 -0.38 -0.08
C 0.92 0.84 -0.66
O -0.29 0.64 -1.40
C -1.27 0.02 -0.57
C -1.35 0.19 0.94
C -0.81 -1.08 0.33
O 0.58 -1.36 0.39
H 2.23 -0.96 -0.64
H 2.37 0.38 0.40
H 0.72 1.61 0.08
H 1.96 1.20 -0.99
H -2.22 -0.06 -1.10
H -0.63 0.82 1.46
H -2.33 0.15 1.41
H -1.39 -2.00 0.44
```

No. 6
Below is a cluster of 6 separate species, C28H56N6O4 in total, with properties calculated with the ωB97M-V functional and the def2-TZVPD basis.

## Properties
Total charge: 0
SMILES string: c1cc[nH]c1.COCCNCCOC.COCCNCCOC.CCCC#N.CCCC#N.CCCC#N
Spin multiplicity: 1
HOMO-LUMO gap: 9.02 eV
ΔE to the lowest compared entry with this formula, charge and spin: 0.0 kJ/mol

```
94
C28H56N6O4 | OMol25 | the ωB97M-V functional and the def2-TZVPD basis
C 19.15 19.23 11.80
C 19.82 19.41 13.04
C 20.45 20.63 12.96
N 20.15 21.21 11.76
C 19.39 20.34 11.06
H 18.41 18.49 11.51
H 19.83 18.68 13.83
H 21.03 21.16 13.70
H 20.38 22.15 11.46
H 18.97 20.65 10.11
C 18.99 24.13 15.04
O 19.68 24.69 13.98
C 19.13 24.52 12.66
C 20.30 24.96 11.68
N 21.28 23.88 11.66
C 22.50 24.27 10.94
C 23.50 23.03 11.06
O 24.00 22.96 12.31
C 24.24 21.68 12.78
H 17.95 24.40 15.22
H 19.53 24.57 15.89
H 19.15 23.06 15.05
H 18.28 25.20 12.63
H 18.85 23.48 12.47
H 20.78 25.84 12.11
H 19.89 25.19 10.70
H 21.63 23.66 12.58
H 22.96 25.15 11.39
H 22.25 24.57 9.92
H 24.24 23.13 10.26
H 22.95 22.12 10.80
H 24.78 21.08 12.05
H 23.32 21.14 13.01
H 24.90 21.72 13.65
C 21.30 13.28 17.92
O 21.04 14.62 17.57
C 21.78 15.53 18.39
C 21.49 17.00 18.07
N 20.15 17.33 18.57
C 19.77 18.70 18.22
C 19.15 18.85 16.78
O 17.97 18.09 16.81
C 17.03 18.48 15.77
H 20.73 13.00 18.80
H 22.37 13.07 18.00
H 20.82 12.69 17.13
H 22.84 15.42 18.14
H 21.61 15.35 19.45
H 21.66 17.13 17.00
H 22.19 17.69 18.53
H 19.50 16.74 18.06
H 20.54 19.46 18.33
H 19.05 18.95 19.01
H 19.77 18.43 15.99
H 19.06 19.89 16.48
H 16.32 17.67 15.57
H 17.53 18.61 14.81
H 16.45 19.36 16.04
C 15.23 18.53 7.32
C 16.22 18.88 8.42
C 17.72 18.63 8.12
C 18.23 19.41 6.95
N 18.68 20.02 6.06
H 14.20 18.75 7.60
H 15.30 17.45 7.22
H 15.38 19.04 6.37
H 16.08 18.29 9.33
H 16.05 19.93 8.64
H 17.85 17.56 7.96
H 18.36 18.67 9.01
C 21.15 22.08 7.76
C 20.12 23.00 8.53
C 18.78 23.21 7.79
C 18.87 23.76 6.44
N 18.94 24.19 5.38
H 21.43 22.59 6.84
H 20.90 21.04 7.56
H 22.01 22.00 8.43
H 20.57 23.97 8.73
H 19.97 22.70 9.57
H 18.26 24.08 8.21
H 18.11 22.35 7.78
C 14.07 21.13 13.09
C 15.58 20.95 13.57
C 16.63 21.86 12.86
C 16.62 21.86 11.37
N 16.60 21.83 10.20
H 13.55 22.08 13.25
H 13.43 20.37 13.54
H 14.19 21.01 12.01
H 15.88 19.93 13.33
H 15.75 21.05 14.65
H 17.68 21.73 13.11
H 16.43 22.90 13.12
```

No. 7
Below is the molecule C4H6O2, with properties calculated with the ωB97M-V functional and the def2-TZVPD basis.

## Properties
Total charge: 0
SMILES string: C=COC(C)=O
Spin multiplicity: 1
HOMO-LUMO gap: 10.23 eV
ΔE to the lowest compared entry with this formula, charge and spin: 180.6 kJ/mol

```
12
C4H6O2 | OMol25 | the ωB97M-V functional and the def2-TZVPD basis
C -0.78 -0.61 1.30
C -1.55 -0.41 0.23
O -0.96 -0.02 -0.93
C 0.14 0.82 -0.51
C 1.45 0.16 -0.82
O -0.04 1.94 -0.14
H 0.25 -0.92 1.17
H -1.14 -0.50 2.30
H -2.64 -0.46 0.22
H 1.41 0.06 -1.90
H 1.55 -0.84 -0.40
H 2.29 0.79 -0.52
```

No. 8
Below is the molecule C4H6N2O, with properties calculated with the ωB97M-V functional and the def2-TZVPD basis.

## Properties
Total charge: 0
SMILES string: NC1=C=CN[C@@H]1O
Spin multiplicity: 1
HOMO-LUMO gap: 7.58 eV
ΔE to the lowest compared entry with this formula, charge and spin: 335.9 kJ/mol

```
13
C4H6N2O | OMol25 | the ωB97M-V functional and the def2-TZVPD basis
N 0.95 -1.09 -1.43
C -0.02 -0.40 -0.78
C -1.30 -0.10 -1.22
C -1.74 0.60 -0.09
N -0.94 0.63 1.02
C 0.29 -0.04 0.67
O 1.46 0.72 0.87
H 1.91 -0.82 -1.24
H 0.74 -1.38 -2.37
H -2.68 1.16 -0.01
H -0.97 1.36 1.72
H 0.35 -0.98 1.24
H 1.94 0.35 1.62
```